[1]
The following is a quantum chemistry calculation of a cluster of 5 separate species, C69H57N3O9P in total at a distorted geometry, from OMol25.

Output
charge = +1
relative energy (zero: lowest compared OMol25 entry of this formula, charge and spin) = 16.58 kcal/mol
spin multiplicity = 1
DFT total energy = -3846.124586 hartree
Kohn-Sham gap = 5.9 eV

Structure (XYZ):
```
139
Properties=species:S:1:pos:R:3:mulliken_charge:R:1
C -0.157 -2.894 -2.697 -1.457
C 1.158 -2.380 -3.305 0.269
C 1.110 -2.202 -4.829 -0.857
C 2.163 -1.224 -5.399 -1.123
C 3.581 -1.357 -4.776 1.037
C 4.677 -1.699 -5.822 -1.703
C 5.934 -0.848 -5.772 1.088
C 6.322 -0.206 -6.925 -0.520
C 7.500 0.564 -6.862 -0.482
N 8.253 0.691 -5.817 -1.168
N 7.856 0.034 -4.746 0.931
P 8.964 0.208 -3.333 0.271
N 8.501 1.240 -2.279 -0.636
C 6.762 -0.707 -4.611 0.669
C 6.369 -1.389 -3.320 -2.085
C 5.720 -0.393 -2.293 0.577
C 4.513 -1.005 -1.539 -1.606
O 5.356 0.825 -2.925 -0.669
H -0.821 -2.077 -2.398 0.245
H -0.665 -3.628 -3.328 0.408
H 0.107 -3.404 -1.762 0.423
H 1.526 -1.493 -2.776 0.040
H 1.907 -3.163 -3.099 0.229
H 1.155 -3.146 -5.382 0.302
H 0.128 -1.768 -5.069 0.417
H 2.249 -1.446 -6.471 0.294
H 1.836 -0.182 -5.336 0.405
H 3.839 -0.379 -4.360 -0.053
H 3.645 -2.088 -3.971 0.069
H 4.288 -1.602 -6.842 0.641
H 5.007 -2.747 -5.745 0.198
H 5.753 -0.296 -7.842 0.515
H 7.792 1.091 -7.767 0.486
H 9.157 -1.109 -2.865 0.118
H 10.186 0.631 -3.901 0.153
H 7.609 1.666 -2.528 0.313
H 7.215 -1.847 -2.802 0.475
H 5.693 -2.207 -3.566 0.606
H 6.474 -0.183 -1.528 0.728
H 3.554 -0.559 -1.820 0.273
H 4.440 -2.088 -1.674 0.353
H 4.634 -0.821 -0.466 0.422
H 4.515 1.147 -2.585 0.405
C -4.230 -0.191 0.269 -0.675
C -4.823 0.618 1.232 -0.674
C -4.046 1.465 2.005 -0.764
C -2.666 1.501 1.823 0.775
C -2.069 0.670 0.869 0.025
C -2.857 -0.166 0.088 -0.215
C -0.594 0.656 0.689 0.193
O -0.075 -0.064 -0.144 -0.741
C 0.237 1.535 1.556 0.041
C 1.621 1.496 1.445 -0.723
C 2.404 2.319 2.237 -0.574
C 1.806 3.193 3.139 -0.546
C 0.428 3.233 3.259 -0.647
C -0.361 2.398 2.476 0.562
C -1.840 2.428 2.641 0.520
O -2.358 3.190 3.432 -0.765
H -4.842 -0.846 -0.338 0.428
H -5.895 0.588 1.379 0.442
H -4.516 2.093 2.746 0.749
H -2.397 -0.799 -0.658 0.535
H 2.086 0.819 0.741 0.730
H 3.483 2.284 2.152 0.417
H 2.419 3.841 3.753 0.399
H -0.037 3.909 3.964 0.519
C -10.427 -0.468 8.414 -0.535
C -10.190 -1.837 8.341 -0.486
C -9.007 -2.311 7.798 -0.555
C -8.059 -1.418 7.315 0.214
C -8.307 -0.043 7.367 0.205
C -9.488 0.427 7.928 -0.528
C -7.326 0.926 6.811 0.456
O -7.532 2.121 6.857 -0.671
C -6.081 0.400 6.187 0.238
C -5.180 1.289 5.614 -0.905
C -4.011 0.817 5.041 -0.568
C -3.734 -0.548 5.046 -0.653
C -4.631 -1.438 5.612 -0.784
C -5.812 -0.969 6.176 0.236
C -6.784 -1.940 6.750 0.586
O -6.545 -3.130 6.752 -0.675
H -11.348 -0.100 8.846 0.408
H -10.931 -2.535 8.710 0.399
H -8.822 -3.375 7.746 0.475
H -9.675 1.492 7.980 0.515
H -5.394 2.351 5.613 0.736
H -3.316 1.509 4.595 0.945
H -2.816 -0.915 4.603 0.454
H -4.418 -2.499 5.612 0.481
C 7.836 -3.277 -8.584 -0.678
C 6.513 -3.518 -8.221 -0.207
C 6.105 -4.797 -7.886 -0.827
C 7.014 -5.846 -7.923 0.172
C 8.333 -5.611 -8.310 0.170
C 8.743 -4.321 -8.630 -0.738
C 9.311 -6.734 -8.403 0.646
O 10.458 -6.523 -8.735 -0.650
C 8.843 -8.109 -8.087 0.189
C 9.723 -9.175 -8.221 -0.594
C 9.304 -10.460 -7.917 -0.468
C 8.006 -10.684 -7.469 -0.499
C 7.122 -9.626 -7.338 -0.553
C 7.533 -8.337 -7.654 0.184
C 6.564 -7.216 -7.542 0.540
O 5.430 -7.403 -7.154 -0.657
H 8.156 -2.273 -8.838 0.457
H 5.799 -2.704 -8.197 0.689
H 5.078 -4.983 -7.598 0.566
H 9.770 -4.138 -8.918 0.503
H 10.733 -9.002 -8.566 0.476
H 9.989 -11.290 -8.028 0.410
H 7.683 -11.688 -7.226 0.403
H 6.112 -9.802 -6.994 0.472
C -9.234 10.912 5.225 -0.458
C -10.294 10.512 6.031 -0.468
C -10.171 9.392 6.837 -0.546
C -8.990 8.660 6.831 0.217
C -7.934 9.048 6.004 0.178
C -8.057 10.182 5.210 -0.561
C -6.679 8.250 5.947 0.531
O -5.759 8.589 5.231 -0.669
C -6.581 7.022 6.782 0.327
C -5.441 6.232 6.702 -0.817
C -5.333 5.093 7.483 -0.429
C -6.358 4.743 8.354 -0.415
C -7.499 5.523 8.435 -0.645
C -7.619 6.659 7.644 0.240
C -8.866 7.469 7.715 0.564
O -9.763 7.163 8.473 -0.663
H -9.329 11.793 4.603 0.397
H -11.217 11.077 6.032 0.395
H -10.994 9.084 7.468 0.467
H -7.234 10.490 4.579 0.466
H -4.641 6.505 6.026 0.514
H -4.445 4.476 7.415 0.498
H -6.268 3.856 8.967 0.380
H -8.298 5.248 9.109 0.491
```

[2]
The following is a quantum chemistry calculation of a structure of composition C69H60ClF10N2O3PS2, from OMol25.

Output
charge = 0
spin multiplicity = 1
DFT total energy = -5597.230363 hartree
Kohn-Sham gap = 8.1 eV

Structure (XYZ):
```
148
Properties=species:S:1:pos:R:3:mulliken_charge:R:1
C 0.490 -3.280 -0.283 -1.320
C -0.608 -2.220 -0.043 -1.164
C -0.893 -1.413 -1.274 -0.672
C -1.684 -1.850 -2.285 0.528
C -2.355 -3.190 -2.150 -1.458
P -3.939 -3.137 -1.271 1.089
O -4.086 -4.250 -0.325 -0.791
O -4.113 -1.704 -0.574 -0.581
O -5.057 -3.030 -2.403 -0.489
C -1.878 -1.034 -3.472 1.320
Cl -2.894 -1.663 -4.717 -0.190
C -1.305 0.185 -3.638 -0.517
S -1.571 1.198 -5.055 -0.199
C -0.479 0.652 -2.578 0.614
N 0.182 1.815 -2.540 -0.742
S 0.967 1.841 -1.151 0.251
N 0.538 0.435 -0.522 -0.617
C -0.276 -0.143 -1.417 1.073
H 0.217 -4.229 0.173 0.432
H 0.594 -3.464 -1.354 0.394
H 1.457 -2.951 0.090 0.343
H -1.515 -2.725 0.303 0.131
H -0.300 -1.542 0.749 0.623
H -1.736 -3.876 -1.573 0.344
H -2.539 -3.634 -3.122 0.730
H -3.743 -1.725 0.319 0.370
H -5.570 -2.218 -2.288 0.324
H -0.356 1.122 -5.601 0.136
F 2.164 3.242 1.873 -0.336
C 3.220 4.019 1.547 0.727
C 3.862 4.727 2.543 -0.387
C 4.960 5.502 2.198 -0.528
C 5.384 5.570 0.877 -0.677
C 4.712 4.856 -0.105 -0.616
C 3.628 4.058 0.229 -0.146
H 3.513 4.659 3.565 0.489
H 5.493 6.046 2.962 0.546
H 6.244 6.173 0.617 0.447
H 5.044 4.900 -1.134 0.535
H 3.117 3.454 -0.506 -0.094
F 1.645 1.890 -6.047 -0.337
C 2.543 0.907 -6.282 0.417
C 2.476 0.213 -7.472 -0.588
C 3.400 -0.797 -7.697 -0.269
C 4.360 -1.097 -6.741 -0.698
C 4.400 -0.383 -5.551 -0.261
C 3.485 0.633 -5.312 -0.244
H 1.716 0.462 -8.200 0.439
H 3.368 -1.351 -8.626 0.373
H 5.076 -1.887 -6.922 0.401
H 5.145 -0.618 -4.802 0.389
H 3.495 1.206 -4.395 0.392
F 4.676 7.874 4.194 -0.264
C 3.514 8.528 3.958 0.374
C 2.920 8.417 2.716 -0.216
C 1.730 9.097 2.498 -0.620
C 1.159 9.867 3.502 -0.379
C 1.781 9.961 4.740 -0.190
C 2.970 9.285 4.975 -0.656
H 3.376 7.813 1.944 0.484
H 1.245 9.021 1.534 0.371
H 0.232 10.392 3.319 0.306
H 1.343 10.560 5.523 0.390
H 3.472 9.338 5.932 0.427
F -10.654 -6.091 -3.536 -0.335
C -9.601 -5.905 -2.712 0.416
C -8.869 -4.740 -2.820 -0.542
C -7.791 -4.556 -1.965 0.053
C -7.453 -5.530 -1.037 -0.804
C -8.206 -6.694 -0.954 -0.405
C -9.294 -6.888 -1.793 -0.545
H -9.145 -3.999 -3.558 0.444
H -7.204 -3.655 -2.018 0.069
H -6.598 -5.379 -0.388 0.698
H -7.943 -7.458 -0.235 0.562
H -9.898 -7.785 -1.743 0.434
F -1.582 -6.656 -2.536 -0.256
C -2.380 -6.997 -3.571 0.246
C -3.540 -6.280 -3.778 -0.204
C -4.353 -6.622 -4.848 -0.611
C -4.002 -7.674 -5.684 -0.536
C -2.830 -8.381 -5.450 -0.352
C -2.004 -8.044 -4.387 -0.558
H -3.798 -5.473 -3.109 0.590
H -5.265 -6.066 -5.024 0.437
H -4.640 -7.941 -6.514 0.386
H -2.556 -9.203 -6.098 0.366
H -1.084 -8.578 -4.189 0.485
F 9.854 1.479 5.533 -0.321
C 8.953 2.482 5.479 0.425
C 8.913 3.400 6.510 -0.570
C 7.983 4.429 6.447 -0.436
C 7.111 4.527 5.371 -0.466
C 7.173 3.587 4.352 0.098
C 8.101 2.561 4.397 -0.609
H 9.598 3.304 7.342 0.420
H 7.943 5.159 7.245 0.367
H 6.388 5.333 5.329 0.436
H 6.507 3.646 3.502 0.183
H 8.151 1.826 3.606 0.471
F -0.950 11.270 5.453 -0.295
C -1.962 11.828 4.754 0.356
C -2.882 10.998 4.146 -0.295
C -3.918 11.576 3.427 -0.327
C -4.016 12.956 3.323 -0.545
C -3.073 13.766 3.943 -0.313
C -2.034 13.203 4.670 -0.513
H -2.782 9.925 4.239 0.434
H -4.652 10.943 2.947 0.353
H -4.825 13.401 2.760 0.375
H -3.145 14.842 3.862 0.355
H -1.290 13.813 5.164 0.412
F 3.210 -4.938 -1.881 -0.303
C 3.093 -6.191 -1.391 0.429
C 2.963 -7.243 -2.273 -0.555
C 2.842 -8.527 -1.761 -0.281
C 2.847 -8.740 -0.390 -0.562
C 2.975 -7.663 0.476 -0.361
C 3.102 -6.375 -0.023 -0.361
H 2.956 -7.054 -3.338 0.430
H 2.744 -9.364 -2.440 0.391
H 2.749 -9.743 0.003 0.390
H 2.975 -7.823 1.545 0.369
H 3.206 -5.523 0.635 0.419
F 7.110 2.200 1.322 -0.318
C 6.380 1.560 0.383 0.499
C 6.291 2.116 -0.877 -0.487
C 5.524 1.467 -1.833 -0.269
C 4.859 0.289 -1.520 -0.570
C 4.967 -0.247 -0.244 -0.492
C 5.736 0.388 0.722 -0.515
H 6.810 3.040 -1.093 0.496
H 5.446 1.886 -2.828 0.380
H 4.259 -0.212 -2.268 0.350
H 4.448 -1.163 0.005 0.463
H 5.833 -0.010 1.723 0.471
F -6.501 -5.925 5.727 -0.318
C -7.513 -6.142 4.861 0.495
C -8.699 -6.658 5.342 -0.579
C -9.736 -6.878 4.447 -0.224
C -9.574 -6.586 3.099 -0.736
C -8.369 -6.070 2.643 0.032
C -7.324 -5.841 3.527 -0.714
H -8.801 -6.881 6.395 0.414
H -10.675 -7.277 4.806 0.362
H -10.385 -6.760 2.405 0.410
H -8.240 -5.841 1.596 0.328
H -6.378 -5.436 3.194 0.517
```

[3]
The following is a quantum chemistry calculation of a cluster of 10 separate species, C69H61F3N2O39P in total at a distorted geometry, from OMol25.

Output
charge = +1
spin multiplicity = 1
DFT total energy = -6350.415189 hartree
Kohn-Sham gap = 7.1 eV

Structure (XYZ):
```
175
Properties=species:S:1:pos:R:3:mulliken_charge:R:1
C 3.941 -0.087 0.978 -1.004
C 2.756 -0.962 0.514 -1.202
C 1.591 -0.132 -0.064 1.249
C 0.927 -0.660 -1.361 0.294
C -0.596 -0.776 -1.217 -2.017
C 1.230 0.109 -2.666 -0.712
O 0.399 1.222 -2.904 -0.611
C 0.660 2.279 -2.002 -0.953
C 2.081 2.806 -2.089 0.190
C 2.479 3.818 -0.997 -1.176
C 1.711 3.733 0.351 0.052
C 2.687 4.026 1.448 0.105
F 3.381 5.168 1.327 -0.384
C 2.918 3.231 2.477 0.159
F 2.016 2.390 2.926 -0.261
F 4.040 3.101 3.130 -0.134
N 3.171 1.733 -2.240 0.157
P 4.616 2.732 -3.097 0.195
C 5.147 1.709 -4.472 -0.950
O 5.841 2.590 -2.043 -0.457
C 2.698 0.487 -2.902 -0.372
O 3.442 -0.667 -2.481 -0.433
C 4.712 -0.555 -2.274 0.552
N 5.840 -0.449 -2.056 -0.532
H 4.797 -0.135 0.297 0.091
H 4.314 -0.396 1.955 0.469
H 3.652 0.966 1.081 -0.183
H 2.415 -1.500 1.396 0.553
H 3.105 -1.716 -0.194 0.479
H 1.915 0.906 -0.154 -1.705
H 0.805 -0.112 0.698 1.201
H 1.298 -1.677 -1.521 1.092
H -0.849 -1.613 -0.567 0.532
H -1.062 -0.946 -2.188 0.331
H -1.020 0.143 -0.810 0.085
H 1.026 -0.590 -3.483 0.938
H 0.011 3.108 -2.295 0.764
H 0.342 1.990 -1.000 0.055
H 2.140 3.347 -3.035 0.921
H 2.307 4.810 -1.413 0.538
H 3.553 3.766 -0.796 0.255
H 1.313 2.745 0.571 0.091
H 0.925 4.490 0.351 0.414
H 3.501 1.496 -1.297 0.077
H 5.721 2.390 -5.110 0.470
H 5.813 0.889 -4.200 0.486
H 4.337 1.330 -5.098 0.366
H 5.651 2.086 -1.238 0.381
H 2.820 0.605 -3.978 0.479
C 2.145 -4.708 1.061 -1.045
C 2.081 -5.936 0.524 0.278
C 3.091 -7.008 0.860 1.119
O 2.931 -8.083 0.314 -0.734
C 4.161 -6.697 1.783 -1.113
C 4.225 -5.468 2.316 0.375
C 3.207 -4.399 1.990 1.107
O 3.346 -3.315 2.533 -0.684
O 5.166 -5.082 3.161 -0.583
O 1.142 -6.301 -0.332 -0.603
H 1.425 -3.936 0.829 0.670
H 4.883 -7.470 2.007 0.519
H 4.969 -4.154 3.394 0.347
H 1.302 -7.242 -0.555 0.383
C -4.713 0.989 -0.698 -0.934
C -3.725 1.796 -1.094 0.083
C -3.286 2.991 -0.283 1.528
O -2.347 3.650 -0.712 -0.751
C -3.980 3.286 0.947 -0.898
C -4.984 2.488 1.335 -0.106
C -5.408 1.275 0.543 1.057
O -6.313 0.605 0.998 -0.662
O -5.698 2.695 2.432 -0.463
O -3.039 1.615 -2.226 -0.621
H -5.022 0.131 -1.272 0.549
H -3.674 4.155 1.512 0.516
H -6.355 1.973 2.492 0.320
H -2.397 2.348 -2.267 0.267
C -7.944 5.677 1.292 -1.085
C -8.639 6.584 1.997 0.391
C -8.125 7.990 2.236 0.953
O -8.849 8.729 2.878 -0.647
C -6.832 8.356 1.704 -0.904
C -6.136 7.447 1.006 0.200
C -6.661 6.051 0.747 1.307
O -5.950 5.310 0.087 -0.671
O -4.945 7.677 0.480 -0.619
O -9.818 6.347 2.541 -0.597
H -8.307 4.674 1.114 0.467
H -6.466 9.355 1.891 0.472
H -4.681 6.846 0.037 0.337
H -10.087 7.177 2.984 0.379
C 9.112 5.583 1.659 -1.070
C 8.992 5.557 2.996 0.314
C 8.020 4.634 3.701 1.059
O 7.999 4.676 4.914 -0.606
C 7.176 3.764 2.898 -0.870
C 7.302 3.800 1.569 -0.124
C 8.287 4.704 0.866 1.089
O 8.310 4.627 -0.352 -0.628
O 6.589 3.056 0.721 -0.342
O 9.698 6.320 3.810 -0.553
H 9.804 6.236 1.147 0.438
H 6.476 3.119 3.410 0.522
H 6.933 3.310 -0.166 0.430
H 9.417 6.097 4.719 0.377
C -0.470 -10.489 2.978 -1.250
C -0.443 -11.267 4.070 0.458
C 0.854 -11.815 4.630 0.978
O 0.768 -12.493 5.637 -0.622
C 2.095 -11.508 3.947 -0.938
C 2.063 -10.735 2.851 0.288
C 0.767 -10.172 2.311 1.149
O 0.850 -9.469 1.317 -0.578
O 3.138 -10.393 2.158 -0.609
O -1.516 -11.624 4.753 -0.592
H -1.382 -10.093 2.552 0.582
H 3.012 -11.916 4.348 0.450
H 2.845 -9.821 1.417 0.333
H -1.196 -12.182 5.491 0.369
C -4.559 -3.761 -2.116 -1.444
C -4.940 -4.667 -3.032 0.398
C -4.851 -4.397 -4.522 1.067
O -5.205 -5.296 -5.259 -0.613
C -4.361 -3.109 -4.969 -0.897
C -3.987 -2.205 -4.053 0.269
C -4.054 -2.491 -2.568 1.116
O -3.659 -1.594 -1.837 -0.428
O -3.528 -0.997 -4.350 -0.634
O -5.416 -5.859 -2.730 -0.584
H -4.616 -3.944 -1.053 0.647
H -4.316 -2.919 -6.032 0.474
H -3.342 -0.544 -3.502 0.288
H -5.607 -6.305 -3.581 0.376
C -4.535 7.227 5.095 -1.309
C -4.781 7.394 6.405 0.358
C -5.674 6.452 7.190 1.099
O -5.806 6.694 8.375 -0.620
C -6.303 5.351 6.495 -0.939
C -6.062 5.190 5.185 0.392
C -5.146 6.117 4.411 0.917
O -4.981 5.856 3.228 -0.231
O -6.577 4.228 4.441 -0.592
O -4.275 8.374 7.127 -0.583
H -3.896 7.892 4.530 0.507
H -6.951 4.693 7.056 0.483
H -6.219 4.350 3.537 0.219
H -4.617 8.248 8.037 0.378
C -4.674 -7.993 1.893 -1.139
C -5.378 -6.996 2.449 0.311
C -4.753 -5.657 2.765 1.094
O -5.479 -4.810 3.251 -0.644
C -3.347 -5.465 2.478 -0.932
C -2.640 -6.463 1.926 0.209
C -3.273 -7.793 1.586 1.122
O -2.567 -8.636 1.065 -0.634
O -1.350 -6.337 1.640 -0.372
O -6.659 -7.083 2.765 -0.583
H -5.112 -8.953 1.658 0.499
H -2.906 -4.509 2.722 0.471
H -1.047 -7.190 1.268 0.235
H -6.909 -6.219 3.146 0.376
C 3.544 2.649 -10.423 -0.883
C 3.106 2.482 -9.169 0.165
C 4.019 2.045 -8.045 1.124
O 3.510 1.944 -6.933 -0.552
C 5.400 1.774 -8.334 -1.051
C 5.847 1.937 -9.594 0.342
C 4.939 2.400 -10.719 0.952
O 5.455 2.528 -11.810 -0.595
O 7.088 1.716 -9.961 -0.563
O 1.849 2.685 -8.799 -0.585
H 2.898 2.964 -11.230 0.442
H 6.047 1.443 -7.534 0.486
H 7.137 1.914 -10.920 0.375
H 1.806 2.495 -7.844 0.325
```

Calculated lowest unoccupied orbital energy (eV), listed in the same order as above: -4.5 -0.8 -3.6